(1)
# C5H12N3S

A gas-phase ion, C5H12N3S (charge +1) at a distorted geometry (ωB97M-V/def2-TZVPD, OMol25).

Last column: Mulliken charge in e.
Geometry (Å):
S -1.503 1.403 1.232  0.080
H -3.885 1.443 1.548  0.307
C 1.411 0.145 -1.073  0.276
N 1.037 -0.864 -0.219  -0.180
H 3.132 1.057 -0.041  0.362
C 2.081 1.275 -0.342  -1.554
H 0.156 -2.293 -1.433  0.285
H 2.151 2.082 -0.999  0.501
N 0.196 0.711 -1.690  -0.447
H 1.932 -2.384 -1.178  0.374
H 1.262 -0.916 0.780  0.295
H 0.794 -2.897 0.046  0.390
H -2.350 -0.456 -0.072  0.321
H -2.985 -0.220 1.775  0.320
N -0.853 0.562 -1.111  0.456
C -1.514 0.224 -0.085  0.055
H 2.116 -0.152 -1.935  0.323
C 0.947 -2.219 -0.708  -1.028
C -2.971 0.806 1.990  -0.861
H -2.777 0.994 3.011  0.378
H 1.625 1.701 0.506  0.348

The calculation puts the lowest unoccupied orbital energy at -5.09 eV. The electronic energy comes out at -759.78712 hartree. The value obtained for the orbital gap is 8.10 eV. As for the total charge: +1.

***

(2)
# C5H12N4

A single C5H12N4 molecule (ωB97M-V/def2-TZVPD, OMol25).

Last column: Mulliken charge in e.
Geometry (Å):
H 2.473 0.369 -1.521  0.267
N 0.700 -0.472 -1.125  0.133
H -0.848 1.923 0.991  0.242
C 0.309 -0.974 0.117  0.119
H 2.236 -1.087 -2.238  0.238
N 1.201 -0.989 1.111  -0.291
H 2.161 -0.777 0.878  0.286
H -2.317 0.256 -0.650  0.510
H -0.525 0.950 -2.170  0.420
C -1.113 -1.312 0.327  -0.532
C -1.519 1.081 1.250  -1.095
C 0.135 0.878 -1.315  -0.207
N 0.648 1.955 -0.823  -0.715
N 2.115 -0.573 -1.372  -0.704
H -1.293 -1.771 1.310  0.360
H -1.137 0.636 2.175  0.264
H 1.005 -1.489 1.962  0.242
H -2.493 1.522 1.485  0.351
H -1.462 -1.991 -0.453  0.260
H 1.327 1.776 -0.082  0.261
C -1.601 0.090 0.142  -0.409

The calculation puts the lowest unoccupied orbital energy (alpha / beta) at 0.72 / 0.72 eV. The electronic energy comes out at -416.58000 hartree. The value obtained for the orbital gap (alpha / beta) is 6.79 / 6.79 eV. As for the total charge: 0.

***

(3)
# C5H12N4

A gas-phase ion, C5H12N4 (charge +2) at a distorted geometry (ωB97M-V/def2-TZVPD, OMol25).

Last column: Mulliken charge in e.
Geometry (Å):
H -1.064 -2.671 1.474  0.424
C -2.095 2.311 0.527  0.007
N -0.746 0.282 0.243  -0.469
H 0.623 1.706 -0.331  0.156
C -0.264 -0.878 0.338  0.121
C 1.780 -0.179 -0.630  -0.883
H 1.539 -2.092 0.055  0.333
H 2.109 1.624 0.354  0.446
H 1.647 -1.005 1.356  0.304
H -2.124 -1.920 0.577  0.396
C 1.203 -1.099 0.375  -0.476
H -2.582 0.524 -0.765  0.599
H -2.731 2.708 1.255  0.426
N -1.377 2.544 -0.483  -0.414
C -1.861 1.032 -0.238  -0.032
H 1.502 -0.446 -1.767  0.320
H 2.774 -0.366 -0.758  0.546
H 2.125 1.729 -1.378  0.427
N -1.115 -2.140 0.495  -0.351
N 1.632 1.267 -0.540  -0.258
H -0.976 -2.930 -0.158  0.380

As for the expectation value of S²: 2.0139. As for the spin multiplicity: 3. The calculation puts the lowest unoccupied orbital energy (alpha / beta) at -7.11 / -10.90 eV. The electronic energy comes out at -415.84833 hartree. The value obtained for the orbital gap (alpha / beta) is 7.01 / 7.54 eV. As for the total charge: +2.

***

(4)
# C5H12N4O3

A single C5H12N4O3 molecule (ωB97M-V/def2-TZVPD, OMol25).

Last column: Mulliken charge in e.
Geometry (Å):
O 1.107 0.424 0.208  -0.286
H -3.516 1.599 0.096  0.457
N 3.460 -0.543 1.121  -0.424
H -1.505 0.333 -1.250  0.278
H 2.826 -0.145 1.797  0.210
N -1.650 1.482 0.466  -0.824
C 3.478 0.057 -0.107  0.518
H 2.166 0.881 -1.441  0.282
N 2.302 0.732 -0.445  -0.320
H -1.714 1.361 1.475  0.228
H 4.398 0.419 -1.761  0.202
O -3.603 -1.367 -0.321  -0.568
H -0.742 1.896 0.281  0.288
H -1.290 -1.892 0.101  0.382
H 4.373 -0.793 1.466  0.279
H 0.562 -0.943 -1.248  0.388
C 0.563 -0.850 -0.152  -0.450
C -0.862 -0.927 0.379  -0.805
C -1.752 0.185 -0.191  0.453
C -3.236 -0.235 -0.182  0.262
H 1.179 -1.653 0.267  0.400
N 4.506 0.002 -0.843  -0.748
O -4.062 0.794 -0.038  -0.506
H -0.848 -0.855 1.468  0.304

Its SMILES is [H]/N=C(/N)NOCC[C@H](N)C(=O)O. The calculation puts the lowest unoccupied orbital energy at 0.56 eV. The electronic energy comes out at -642.43954 hartree. The value obtained for the orbital gap is 9.86 eV. As for the total charge: 0.

***

(5)
# C5H12N5

A molecular structure, C5H12N5 at a distorted geometry (ωB97M-V/def2-TZVPD, OMol25).

Last column: Mulliken charge in e.
Geometry (Å):
C 0.489 -0.922 0.186  0.041
C -2.662 -0.485 -0.238  -0.802
H 1.213 2.455 -0.441  0.399
H -3.601 -0.053 0.231  0.382
H -0.253 -1.594 0.679  0.196
H 2.833 0.679 -0.156  0.320
H 1.893 -2.022 -1.046  0.327
N -1.582 0.602 0.041  0.009
H 2.381 -1.168 1.258  0.490
N 2.086 0.802 0.518  -0.216
H -1.845 1.357 -0.536  0.407
H 0.563 1.982 1.269  0.355
N -0.007 0.290 -1.731  -0.397
N 1.026 -1.495 -1.026  0.072
H 1.180 -0.167 2.102  0.297
H -2.669 -0.542 -1.415  0.335
C 1.625 -0.421 1.104  -0.970
C 1.048 1.703 0.295  -0.645
H -2.550 -1.529 0.292  0.329
H -1.620 0.869 0.979  0.404
C -0.263 0.328 -0.346  0.188
N 0.714 -0.668 -2.019  -0.524

The calculation puts the lowest unoccupied orbital energy at -3.21 eV. The electronic energy comes out at -471.12679 hartree. The value obtained for the orbital gap is 9.23 eV. As for the total charge: +1.

***

(6)
# C5H12NO

2 unconnected molecules or ions with the total composition C5H12NO (ωB97M-V/def2-TZVPD, OMol25).

Last column: Mulliken charge in e.
Geometry (Å):
C -1.472 -0.112 -0.510  -0.849
N 0.262 1.724 1.816  -0.733
C 0.951 2.234 0.544  -0.112
H -0.426 -3.039 -1.589  0.303
H 1.382 -1.481 0.048  0.301
C -0.613 -1.118 -0.588  0.867
H 0.143 -2.462 0.869  0.405
H -1.351 -1.844 -2.489  0.353
O 1.959 3.052 0.785  -0.865
H 1.060 1.786 2.451  0.268
H 1.226 1.293 0.008  -0.009
H -2.196 0.064 -1.299  0.229
H 0.378 -0.756 1.319  0.346
H 0.405 -1.687 -2.366  0.271
H -0.340 2.484 2.125  0.256
C 0.381 -1.464 0.487  -1.302
H -1.372 0.622 0.277  0.356
C -0.496 -1.969 -1.821  -1.250
H 0.119 2.672 -0.067  0.167

The calculation puts the lowest unoccupied orbital energy at 3.59 eV. The electronic energy comes out at -327.66868 hartree. The value obtained for the orbital gap is 6.01 eV. As for the total charge: -1.

***

(7)
# C5H12NO

A gas-phase ion, C5H12NO (charge -1) (ωB97M-V/def2-TZVPD, OMol25).

Last column: Mulliken charge in e.
Geometry (Å):
H 1.609 -2.038 -0.520  0.295
H -1.640 -0.691 1.145  0.313
C -0.992 -1.536 -1.378  -1.023
H -0.725 0.625 1.896  0.355
H 1.463 -0.704 0.659  0.356
O 1.356 1.352 1.167  -0.867
C 0.671 1.572 0.037  -0.885
H 1.251 1.525 -0.912  0.279
N 0.033 -0.688 -0.843  -0.054
C -0.486 0.559 -0.247  0.214
C -1.318 0.354 1.019  -1.324
H 0.354 -2.115 0.721  0.309
H -0.517 -2.420 -1.833  0.324
H -1.115 1.016 -1.019  0.479
H -1.491 -1.012 -2.194  0.310
C 0.911 -1.429 0.064  -1.002
H -1.746 -1.885 -0.650  0.319
H -2.236 0.939 0.982  0.310
H 0.162 2.579 0.010  0.292

Its SMILES is C[C@@H](C[O-])N(C)C. The calculation puts the lowest unoccupied orbital energy at 4.04 eV. The electronic energy comes out at -327.66910 hartree. The value obtained for the orbital gap is 6.38 eV. As for the total charge: -1.

***

(8)
# C5H12NO

A gas-phase ion, C5H12NO (charge -1) at a distorted geometry (ωB97M-V/def2-TZVPD, OMol25).

Last column: Mulliken charge in e.
Geometry (Å):
H -0.495 2.411 2.230  0.265
C 0.050 2.330 1.288  -0.848
C 0.140 0.064 0.055  0.255
H -1.598 -1.080 -0.474  0.305
H 1.041 1.989 1.573  0.288
O 0.090 -3.341 0.795  -0.906
H 0.953 -0.123 0.764  0.260
C -0.745 -1.157 0.211  -0.713
H -0.468 -2.868 -1.168  0.130
N -0.591 1.275 0.511  -0.323
C 0.584 0.371 -1.373  -1.525
C 0.011 -2.486 -0.226  -0.181
H -0.941 -1.276 1.269  0.269
H 0.035 3.265 0.725  0.274
H 0.865 1.405 -1.551  0.403
H -0.147 0.025 -2.076  0.358
H -1.231 1.581 -0.199  0.265
H 1.025 -2.149 -0.610  0.031
H 1.424 -0.236 -1.744  0.393

Its SMILES is CN[C@H](C)CC[O-]. The calculation puts the lowest unoccupied orbital energy at 3.67 eV. The electronic energy comes out at -327.64554 hartree. The value obtained for the orbital gap is 5.71 eV. As for the total charge: -1.

***

(9)
# C5H12NO

A gas-phase ion, C5H12NO (charge -1) at a distorted geometry (ωB97M-V/def2-TZVPD, OMol25).

Last column: Mulliken charge in e.
Geometry (Å):
H -1.367 -0.700 -2.059  0.296
H -1.628 0.937 -0.014  0.306
H 0.613 0.931 -1.213  0.213
C -0.318 -1.701 -0.510  -0.775
O 2.460 2.531 0.431  -0.902
H 1.606 1.144 1.649  0.095
C 0.421 1.355 -0.227  -0.442
C -0.540 -0.845 0.757  -0.365
H 0.401 -1.023 1.296  0.229
C 1.764 1.376 0.554  -0.311
H 2.377 0.514 0.176  0.027
H 0.214 2.418 -0.375  0.347
H -2.282 -1.608 -1.174  0.227
H -0.730 1.113 1.494  0.345
H 0.661 -1.464 -0.915  0.359
H -1.319 -1.294 1.375  0.382
H -0.287 -2.755 -0.216  0.336
C -0.711 0.636 0.507  -0.706
N -1.335 -1.567 -1.537  -0.662

Its SMILES is NCCCCC[O-]. The calculation puts the lowest unoccupied orbital energy at 3.82 eV. The electronic energy comes out at -327.67085 hartree. The value obtained for the orbital gap is 5.84 eV. As for the total charge: -1.

***

(10)
# C5H12NO

A gas-phase ion, C5H12NO (charge -1) at a distorted geometry (ωB97M-V/def2-TZVPD, OMol25).

Last column: Mulliken charge in e.
Geometry (Å):
H -0.075 1.123 -0.487  0.292
H -1.762 -0.508 1.485  0.432
C 1.207 1.237 2.326  -0.841
H 0.460 -0.711 2.404  0.242
O 0.674 -0.693 -3.030  -0.812
C -0.003 0.289 2.477  -0.563
H 0.121 -1.670 -0.771  0.249
C -1.033 0.226 1.283  -0.796
C -0.104 0.105 -0.029  -0.542
H -1.320 -1.171 -2.780  0.196
N -0.461 -0.931 -0.971  -0.407
H 1.221 2.046 3.108  0.327
C -0.429 -0.454 -2.445  -0.183
H 1.211 1.875 1.285  0.192
H 0.921 -0.193 0.224  0.242
H -1.613 1.229 1.328  0.214
H -0.726 0.677 -2.298  0.115
H 2.193 0.681 2.499  0.234
H -0.630 0.262 3.371  0.409

Its SMILES is CCCCNC[O-]. The calculation puts the lowest unoccupied orbital energy at 3.66 eV. The electronic energy comes out at -327.61933 hartree. The value obtained for the orbital gap is 6.09 eV. As for the total charge: -1.

***

(11)
# C5H12NO

A gas-phase ion, C5H12NO (charge -1) at a distorted geometry (ωB97M-V/def2-TZVPD, OMol25).

Last column: Mulliken charge in e.
Geometry (Å):
H 0.311 1.175 1.646  0.344
H 1.199 1.601 -0.631  0.157
H -1.041 0.986 -1.566  0.240
C 1.555 0.529 -0.505  -0.819
H -1.422 0.924 2.099  0.436
C -0.514 -0.451 0.635  0.501
H 2.146 0.348 -1.451  0.332
C 0.264 -0.316 -0.686  -0.071
N -0.591 0.099 -1.779  -0.614
C -1.829 -1.265 0.470  -1.347
C -0.688 0.911 1.291  -1.446
H -0.073 0.229 -2.644  0.249
H -1.713 -2.251 0.908  0.266
H -2.087 -1.332 -0.580  0.371
H -2.638 -0.774 1.014  0.312
H 0.624 -1.337 -0.892  0.359
H -0.970 1.701 0.593  0.248
H 0.152 -1.015 1.281  0.352
O 2.243 0.260 0.603  -0.870

Its SMILES is CC(C)[C@@H](N)C[O-]. The calculation puts the lowest unoccupied orbital energy at 4.13 eV. The electronic energy comes out at -327.68626 hartree. The value obtained for the orbital gap is 6.51 eV. As for the total charge: -1.

***

(12)
# C5H12NO

A molecular structure, C5H12NO at a distorted geometry (ωB97M-V/def2-TZVPD, OMol25).

Last column: Mulliken charge in e.
Geometry (Å):
H 0.922 -0.903 -1.368  0.321
H 0.937 1.665 0.342  0.168
H -0.638 0.390 -2.457  0.102
H 2.129 0.411 -1.286  0.332
C -0.952 -1.770 2.615  -0.254
H -1.468 -0.077 0.163  0.296
C 0.399 0.920 -2.355  -0.575
C -0.861 0.761 0.552  -1.237
H -0.051 -2.436 1.733  0.348
H 1.018 -0.166 0.780  0.299
H -1.240 1.784 0.296  0.356
C 0.615 0.647 0.148  -0.190
H -0.948 0.780 1.643  0.361
H 0.838 0.609 -3.362  0.299
O 0.416 2.237 -2.143  -0.862
C 1.081 0.163 -1.202  -0.664
H -0.227 -1.068 3.072  0.296
H -1.868 -1.255 2.298  0.259
N -0.672 -3.061 2.410  -0.656

The calculation puts the lowest unoccupied orbital energy at 2.77 eV. The electronic energy comes out at -327.53085 hartree. The value obtained for the orbital gap is 5.12 eV. As for the total charge: -1.

***

The evaluated energy relative to the best compared isomer or geometry (same formula, charge and spin) for the records listed, in turn: 92.1, 103.8, 14.7, 34.7, 114.1, 17.2, 16.9, 31.7, 15.8, 48.1, 6.1, 103.7 kcal/mol.